Record 1
Formula: C28H33N5O6S
Source: the OMol25 dataset
Level of theory: ωB97M-V/def2-TZVPD

Its spin multiplicity is 1. Its energy relative to the best compared isomer or geometry (same formula, charge and spin) is 0.0 kcal per mole. As for the LUMO energy: 0.100 eV. The calculation puts the orbital gap at 8.100 eV. The HOMO energy is -8.00 eV.

Atoms and positions in Å:
C1 -1.773 -4.998 -0.373
C2 -2.769 -4.402 0.618
O1 -2.149 -3.556 1.566
C3 -1.710 -2.327 1.192
C4 -0.963 -1.642 2.153
C5 -0.460 -0.388 1.888
C6 -0.694 0.226 0.661
C7 -1.463 -0.443 -0.279
C8 -1.966 -1.706 -0.026
H1 -2.552 -2.191 -0.789
H2 -1.673 0.021 -1.231
C9 -0.039 1.552 0.349
N1 1.259 1.340 -0.279
C10 2.356 1.657 0.458
O2 2.230 2.199 1.562
C11 3.699 1.369 -0.024
C12 4.845 1.811 0.656
N2 4.877 2.576 1.748
H3 5.782 2.800 2.136
H4 3.994 2.814 2.177
C13 6.019 1.329 -0.006
N3 5.800 0.579 -1.066
S1 4.226 0.398 -1.369
C14 7.389 1.623 0.455
O3 7.622 2.289 1.451
N4 8.353 1.089 -0.321
H5 9.320 1.235 -0.090
H6 8.093 0.548 -1.128
C15 1.268 0.703 -1.571
C16 1.314 -0.808 -1.534
C17 1.735 -1.493 -0.403
C18 1.750 -2.882 -0.385
C19 1.354 -3.585 -1.523
C20 0.946 -2.901 -2.649
C21 0.921 -1.517 -2.659
H7 0.595 -0.985 -3.540
H8 0.641 -3.452 -3.526
H9 1.378 -4.663 -1.497
O4 2.132 -3.637 0.679
C22 2.551 -2.982 1.852
H10 2.799 -3.773 2.558
H11 1.753 -2.359 2.268
H12 3.439 -2.367 1.674
H13 2.035 -0.934 0.469
H14 2.108 1.087 -2.159
H15 0.367 1.022 -2.098
C23 -0.962 2.454 -0.474
O5 -0.694 2.907 -1.568
N5 -2.109 2.726 0.182
H16 -2.338 2.205 1.016
C24 -3.217 3.405 -0.442
H17 -3.553 4.217 0.210
H18 -2.860 3.815 -1.388
C25 -4.376 2.422 -0.683
C26 -5.637 3.127 -1.197
H19 -6.202 2.461 -1.850
C27 -6.414 3.385 0.093
H20 -6.055 4.291 0.581
C28 -6.047 2.154 0.917
H21 -6.719 1.316 0.683
H22 -6.069 2.329 1.995
O6 -4.723 1.804 0.552
H23 -7.486 3.471 -0.066
H24 -5.399 4.037 -1.742
H25 -4.030 1.637 -1.367
H26 0.183 2.081 1.286
H27 0.133 0.124 2.633
H28 -0.791 -2.124 3.103
H29 -3.575 -3.873 0.094
H30 -3.216 -5.197 1.221
H31 -1.305 -4.221 -0.972
H32 -0.992 -5.526 0.168
H33 -2.284 -5.697 -1.031

Atom charges from the Löwdin analysis, given in e for atoms 1 to 4: atom 1 (C): -0.06, atom 2 (C): -0.24, atom 3 (O): -0.04, atom 4 (C): -0.26

=====

Record 2
Formula: C28H34BeN4O2SSb
Source: the OMol25 dataset
Level of theory: ωB97M-V/def2-TZVPD

Its net charge is +1. Its spin multiplicity is 1. Its energy relative to the best compared isomer or geometry (same formula, charge and spin) is 0.0 kcal per mole. As for the LUMO energy: -3.581 eV. The calculation puts the orbital gap at 7.542 eV. The HOMO energy is -11.12 eV.

Atoms and positions in Å:
Be1 2.136 1.119 0.193
C1 2.439 4.915 1.310
C2 2.283 3.600 0.607
N1 2.097 2.429 1.245
O1 1.690 2.580 2.590
C3 2.520 3.395 -0.809
C4 2.903 4.447 -1.798
N2 2.329 2.125 -1.121
O2 2.407 1.741 -2.337
H1 2.074 4.824 2.325
H2 1.869 5.690 0.757
H3 3.484 5.287 1.336
H4 2.105 1.848 3.073
H5 3.915 4.813 -1.552
H6 2.196 5.296 -1.743
H7 2.891 3.945 -2.786
S1 3.292 -0.606 0.290
C5 3.077 -1.465 -1.205
N3 3.262 -2.783 -1.322
C6 2.970 -3.235 -2.686
C7 2.454 -1.952 -3.354
N4 2.620 -0.928 -2.323
H8 3.538 -3.397 -0.575
H9 2.251 -4.062 -2.739
H10 3.896 -3.614 -3.189
H11 1.388 -2.087 -3.655
H12 3.002 -1.730 -4.302
H13 2.419 0.085 -2.462
C8 -1.892 2.764 1.164
C9 -2.217 1.719 2.189
C10 -3.170 2.032 3.174
C11 -3.525 1.087 4.128
C12 -2.914 -0.182 4.144
C13 -1.996 -0.469 3.131
C14 -1.632 0.471 2.163
Sb1 -0.410 -0.149 0.382
C15 0.071 -2.116 1.286
C16 0.811 -2.156 2.469
C17 1.344 -3.359 2.965
C18 1.088 -4.542 2.293
C19 0.274 -4.537 1.154
C20 -0.156 -3.320 0.599
C21 -0.945 -3.410 -0.680
C22 -2.201 -0.394 -0.984
C23 -3.403 -0.843 -0.464
C24 -4.602 -0.857 -1.210
C25 -4.573 -0.380 -2.525
C26 -3.385 0.096 -3.061
C27 -2.194 0.073 -2.302
C28 -0.980 0.680 -2.934
H14 -2.362 3.705 1.423
H15 -2.240 2.480 0.145
H16 -0.819 3.006 1.109
H17 -3.640 2.991 3.150
H18 -4.264 1.330 4.895
H19 -3.166 -0.927 4.896
H20 -1.537 -1.455 3.123
H21 1.015 -1.245 3.030
H22 1.939 -3.330 3.889
H23 1.478 -5.516 2.633
H24 -0.049 -5.452 0.672
H25 -0.879 -4.466 -1.014
H26 -0.569 -2.762 -1.485
H27 -1.999 -3.132 -0.550
H28 -3.435 -1.198 0.566
H29 -5.515 -1.220 -0.759
H30 -5.513 -0.329 -3.108
H31 -3.376 0.463 -4.071
H32 -1.251 0.996 -3.943
H33 -0.122 -0.007 -3.060
H34 -0.594 1.577 -2.390

Atom charges from the Löwdin analysis, given in e for atoms 1 to 4: atom 1 (Be): -0.05, atom 2 (C): 0.02, atom 3 (C): -0.17, atom 4 (N): -0.06

=====

Record 3
Formula: C28H34Cl6O14
Source: the OMol25 dataset
Level of theory: ωB97M-V/def2-TZVPD

Its spin multiplicity is 1. Its energy relative to the best compared isomer or geometry (same formula, charge and spin) is 19.2 kcal per mole. As for the LUMO energy: -1.593 eV. The calculation puts the orbital gap at 7.791 eV. The SMILES is O=C1C=C(O)C(=O)C=C1O.O=C1C=C(O)C(=O)C=C1O.O=C1C=C(O)C(=O)C=C1O.COCCOC.ClCCCl.ClCCCl.ClCCCl. The HOMO energy is -9.38 eV.

Atoms and positions in Å:
O1 -6.821 -0.468 2.913
C1 -5.624 -0.471 2.783
C2 -4.880 -1.063 1.663
C3 -3.548 -1.070 1.575
O2 -2.909 -1.544 0.494
C4 -2.674 -0.672 2.720
O3 -1.467 -0.791 2.769
C5 -3.383 -0.062 3.828
C6 -4.708 0.121 3.853
O4 -5.378 0.639 4.893
H1 -5.526 -1.378 0.851
H2 -1.938 -1.551 0.679
H3 -2.783 0.184 4.696
H4 -6.284 0.285 4.863
O5 -5.759 3.960 4.543
C7 -4.627 3.629 4.287
C8 -3.623 3.446 5.344
C9 -2.394 3.000 5.064
O6 -1.449 2.901 6.009
C10 -1.907 2.789 3.670
O7 -0.758 2.451 3.481
C11 -2.910 2.896 2.604
C12 -4.152 3.311 2.895
O8 -5.112 3.352 1.961
H5 -3.861 3.787 6.342
H6 -0.687 2.451 5.597
H7 -2.632 2.791 1.565
H8 -5.949 3.560 2.419
O9 6.596 0.972 4.314
C13 5.948 0.778 3.299
C14 4.531 1.025 3.292
C15 3.861 1.311 2.172
O10 2.624 1.810 2.172
C16 4.436 1.119 0.778
O11 3.757 1.358 -0.196
C17 5.810 0.663 0.828
C18 6.534 0.515 1.947
O12 7.769 0.007 1.931
H9 4.020 1.214 4.228
H10 2.380 2.067 1.265
H11 6.271 0.482 -0.138
H12 8.069 -0.109 2.847
C19 -3.358 -1.644 -5.692
O13 -2.202 -2.152 -5.040
C20 -1.274 -1.105 -4.837
C21 0.034 -1.667 -4.321
O14 0.644 -2.586 -5.208
C22 0.281 -3.940 -5.158
H13 -3.239 -1.479 -6.763
H14 -3.666 -0.748 -5.143
H15 -4.205 -2.312 -5.524
H16 -1.599 -0.417 -4.045
H17 -1.041 -0.643 -5.800
H18 0.028 -2.024 -3.285
H19 0.796 -0.881 -4.398
H20 0.049 -4.297 -4.147
H21 1.128 -4.489 -5.567
H22 -0.623 -4.195 -5.723
Cl1 0.652 2.441 -4.332
C23 2.064 3.180 -5.153
C24 3.381 2.627 -4.646
Cl2 3.438 0.863 -5.031
H23 2.073 4.250 -4.947
H24 1.960 2.978 -6.214
H25 3.455 2.706 -3.564
H26 4.246 3.094 -5.109
Cl3 -0.041 -1.674 -0.208
C25 1.098 -0.445 -0.815
C26 0.554 0.910 -1.183
Cl4 -0.272 1.690 0.213
H27 1.475 -0.868 -1.748
H28 1.904 -0.399 -0.090
H29 -0.094 0.781 -2.049
H30 1.403 1.477 -1.558
Cl5 4.271 -3.493 0.826
C27 3.334 -5.014 1.002
C28 2.046 -4.852 0.178
Cl6 2.459 -4.865 -1.542
H31 3.172 -5.080 2.074
H32 3.919 -5.841 0.613
H33 1.534 -3.921 0.395
H34 1.359 -5.659 0.440

Atom charges from the Löwdin analysis, given in e for atoms 1 to 4: atom 1 (O): 0.12, atom 2 (C): -0.32, atom 3 (C): 0.08, atom 4 (C): -0.23